Run A
This record from OMol25 describes C5H6 as an isolated structure. The level of theory is ωB97M-V/def2-TZVPD.

XYZ file:
```
11
Properties=species:S:1:pos:R:3
C 0.686 1.108 0.085
C -0.489 0.617 0.404
C 1.295 -0.277 -0.138
C -1.643 0.079 -0.202
C -0.059 -0.870 0.334
H 0.822 2.119 -0.097
H 1.611 -0.411 -1.217
H 2.283 -0.508 0.553
H -2.205 -0.586 0.371
H -2.026 0.420 -1.104
H -0.274 -1.693 1.012
```

Summary:
HOMO energy (alpha / beta): -7.4299 / -7.4305 eV
total charge: 0
Kohn-Sham gap (alpha / beta): 0.30811 / 0.30813 hartree

***

Run B
This record from OMol25 describes one molecule with the formula C5H6. The level of theory is ωB97M-V/def2-TZVPD.

XYZ file:
```
11
Properties=species:S:1:pos:R:3
C 2.100 0.000 0.079
C 0.827 0.099 -0.436
C -1.992 0.512 -0.167
C -1.702 -0.753 0.080
C -0.496 0.149 0.280
H 3.069 0.214 -0.481
H 2.355 -0.400 1.141
H 0.666 0.261 -1.548
H -2.439 1.307 -0.525
H -2.145 -1.761 0.297
H -0.242 0.373 1.279
```

Summary:
HOMO energy: -8.8887 eV
total charge: 0
Kohn-Sham gap: 0.37116 hartree

***

The structure with the least stability is run A.

***

Run A
This record from OMol25 describes one molecule with the formula C5H6. The level of theory is ωB97M-V/def2-TZVPD.

XYZ file:
```
11
Properties=species:S:1:pos:R:3
C 2.414 -0.415 -0.063
C 1.352 0.120 -0.016
C -0.711 1.458 -0.044
C -0.070 0.263 -0.166
C -0.901 -1.056 -0.014
H 3.494 -0.451 0.059
H -1.773 1.428 -0.185
H -0.239 2.422 0.251
H -0.727 -1.411 0.951
H -0.916 -1.744 -0.804
H -1.924 -0.614 0.030
```

Summary:
HOMO energy: -9.1334 eV
total charge: 0
Kohn-Sham gap: 0.37205 hartree

***

Run B
This record from OMol25 describes a 3-piece molecular cluster, C5H6 overall. The level of theory is ωB97M-V/def2-TZVPD.

XYZ file:
```
11
Properties=species:S:1:pos:R:3
C 2.042 0.905 -0.180
C 2.957 1.673 0.237
C 1.021 0.202 -1.113
C 0.906 -0.175 0.118
C 0.378 -0.711 1.338
H 0.688 -0.182 -2.031
H -1.956 -0.060 -1.912
H -2.063 0.731 -1.403
H 1.090 -0.782 2.104
H 0.041 -1.651 1.020
H -0.363 -0.205 1.838
```

Summary:
HOMO energy: -8.7615 eV
total charge: 0
Kohn-Sham gap: 0.32380 hartree

***

The structure with the least stability is run B.

***

Run A
This record from OMol25 describes one molecule with the formula C2H4ClFN2. The level of theory is ωB97M-V/def2-TZVPD.

XYZ file:
```
10
Properties=species:S:1:pos:R:3
C 0.240 0.263 -0.062
C -0.289 -0.239 1.245
H 0.137 -0.023 -2.205
H -1.306 -0.670 -1.406
H 1.406 1.618 -0.863
H -0.385 0.626 1.821
N -0.132 -0.524 -1.258
N 0.999 1.337 0.052
F -1.403 -0.866 0.620
Cl 0.733 -1.522 2.056
```

Summary:
HOMO energy: -9.9685 eV
total charge: 0
Kohn-Sham gap: 0.38832 hartree

***

Run B
This record from OMol25 describes one molecule with the formula C2H4ClFN2. The level of theory is ωB97M-V/def2-TZVPD.

XYZ file:
```
10
Properties=species:S:1:pos:R:3
C 0.887 -0.425 -0.024
C 0.208 0.208 -1.236
H -1.389 0.394 0.918
H -0.966 -0.166 2.520
H 1.870 -0.917 -0.199
H 0.770 -0.019 -2.191
N -0.758 -0.082 1.537
N 0.384 -0.590 1.145
F -1.076 -0.351 -1.502
Cl 0.072 1.948 -0.967
```

Summary:
HOMO energy: -9.0799 eV
total charge: 0
Kohn-Sham gap: 0.36684 hartree

***

The structure with the least stability is run A.

***

Run A
This record from OMol25 describes one molecule with the formula C3H3N3OS. The level of theory is ωB97M-V/def2-TZVPD.

XYZ file:
```
11
Properties=species:S:1:pos:R:3
C -0.534 -0.666 0.760
C 1.186 1.183 0.707
C 0.886 0.300 -1.203
H -2.365 -0.309 -1.289
H 1.252 1.506 1.687
H 0.139 -0.265 -1.769
N 0.581 0.044 0.125
N 1.801 1.947 -0.111
N 1.675 1.338 -1.418
O -0.732 -0.971 1.882
S -1.925 -1.335 -0.340
```

Summary:
HOMO energy: -10.5336 eV
total charge: 0
Kohn-Sham gap: 0.37823 hartree

***

Run B
This record from OMol25 describes one molecule with the formula C3H3N3OS. The level of theory is ωB97M-V/def2-TZVPD.

XYZ file:
```
11
Properties=species:S:1:pos:R:3
C 0.111 0.995 0.004
C 1.562 1.089 -0.048
C -0.459 -0.312 -0.153
H -1.760 1.668 0.337
H -0.635 3.030 -0.054
H 2.238 2.012 0.208
N -0.945 1.971 -0.137
N 1.700 -1.364 -0.012
N 0.439 -1.430 -0.223
O 2.239 -0.054 0.200
S -2.087 -0.697 0.106
```

Summary:
HOMO energy: -8.6850 eV
total charge: 0
Kohn-Sham gap: 0.26719 hartree

***

Run C
This record from OMol25 describes one molecule with the formula C3H3N3OS. The level of theory is ωB97M-V/def2-TZVPD.

XYZ file:
```
11
Properties=species:S:1:pos:R:3
C 0.673 -0.984 -0.047
C 1.315 1.098 -0.057
C -0.196 1.124 -0.006
H -2.608 0.602 0.265
H -0.085 -2.714 0.110
H 1.966 2.003 0.025
N -0.500 -0.190 -0.092
N 0.833 -2.203 -0.006
N 1.775 -0.085 -0.082
O -0.971 2.046 -0.038
S -2.201 -0.695 -0.072
```

Summary:
HOMO energy: -9.6372 eV
total charge: 0
Kohn-Sham gap: 0.32269 hartree

***

The structure with the least stability is run B.